[1]
Here is a structure of composition C18H37CrN3O2PSe2Te2 from the OMol25 dataset. Energies are from wB97M-V/def2-TZVPD.

⟨S²⟩: 6.2171
Energy above the lowest of the compared OMol25 structures with the same formula, charge and spin (kcal/mol): 0.0
HOMO-LUMO gap (alpha / beta) (eV): 5.442 / 4.925

```
! RIJCOSX wB97M-V def2-TZVPD def2/J DEFGRID3
* xyz -1 5
Cr 0.88 -2.08 -2.50
Se -1.00 -2.34 -4.29
Te -1.23 -0.90 -6.28
Te 2.00 -3.65 -4.31
Se 2.69 -1.27 -3.97
N -0.57 -3.38 -1.56
C -0.32 -3.79 -0.16
C 1.10 -4.33 0.02
C 2.14 -3.21 0.00
O 3.02 -3.20 0.86
O 2.00 -2.32 -0.90
H -1.48 -2.94 -1.65
H -0.61 -4.19 -2.17
H -1.05 -4.55 0.14
H -0.46 -2.91 0.47
H 1.33 -5.06 -0.76
H 1.17 -4.83 0.99
N -0.07 -0.30 -1.74
C -0.72 0.62 -2.00
N -1.45 1.68 -2.26
C -2.21 1.72 -3.53
C -2.18 3.13 -4.11
C -2.28 4.21 -3.01
C -2.79 3.62 -1.70
C -1.81 2.59 -1.17
H -3.23 1.38 -3.34
H -1.76 1.00 -4.22
H -3.01 3.21 -4.81
H -1.26 3.26 -4.68
H -2.92 5.03 -3.34
H -1.29 4.64 -2.83
H -3.77 3.16 -1.85
H -2.92 4.40 -0.94
H -2.22 2.03 -0.33
H -0.90 3.10 -0.83
C 0.36 -1.94 3.95
C 1.32 -0.83 3.51
C 2.77 -1.33 3.64
P 0.95 -0.41 1.74
C 2.28 0.84 1.36
C 2.35 1.11 -0.14
C 2.25 2.14 2.15
C -0.60 0.64 1.86
C -0.90 1.35 3.18
C -1.81 -0.18 1.41
H 0.56 -2.25 4.98
H 0.49 -2.82 3.31
H -0.68 -1.63 3.89
H 1.18 0.03 4.16
H 3.01 -2.04 2.84
H 2.90 -1.83 4.60
H 3.48 -0.51 3.60
H 3.19 0.30 1.63
H 1.48 1.68 -0.48
H 2.38 0.18 -0.71
H 3.24 1.69 -0.37
H 1.35 2.72 1.94
H 3.10 2.77 1.88
H 2.30 1.98 3.23
H -0.43 1.41 1.09
H -1.15 0.62 3.96
H -1.76 2.01 3.07
H -0.06 1.94 3.54
H -2.05 -0.95 2.15
H -1.62 -0.68 0.46
H -2.70 0.45 1.31
*
```

***

[2]
Here is a structure of composition C18H37GeN2O3Re in a non-equilibrium geometry from the OMol25 dataset. Energies are from wB97M-V/def2-TZVPD.

⟨S²⟩: 2.0126
Energy above the lowest of the compared OMol25 structures with the same formula, charge and spin (kcal/mol): 48.2
HOMO-LUMO gap (alpha / beta) (eV): 7.588 / 6.550

```
! RIJCOSX wB97M-V def2-TZVPD def2/J DEFGRID3
* xyz 4 3
Re 0.34 -0.16 -1.06
C 0.59 3.71 -2.98
C 0.33 3.38 -1.55
C -0.86 4.00 -0.93
C 1.53 3.21 -0.70
O -0.32 1.53 -1.71
Ge -1.09 0.96 -3.33
O -0.95 -0.74 -2.31
C -2.72 -1.84 -2.33
C -3.06 -1.79 -0.88
C -2.22 -3.12 -2.87
C -3.54 -1.01 -3.23
O 1.99 -0.20 -1.64
C 2.80 -1.71 -1.60
C 1.81 -2.51 -0.76
C 2.89 -2.08 -3.04
C 4.09 -1.38 -0.92
H 1.00 4.73 -2.97
H -0.31 3.77 -3.59
H 1.36 3.09 -3.44
H -0.61 5.07 -0.81
H -1.08 3.61 0.05
H -1.74 3.97 -1.57
H 1.96 4.22 -0.58
H 2.30 2.59 -1.16
H 1.29 2.86 0.31
H -2.34 -2.32 -0.26
H -4.01 -2.34 -0.80
H -3.24 -0.78 -0.52
H -1.53 -3.63 -2.21
H -1.81 -3.02 -3.88
H -3.11 -3.75 -2.95
H -3.80 -0.03 -2.83
H -4.50 -1.55 -3.29
H -3.17 -0.97 -4.26
H 0.82 -2.58 -1.24
H 1.78 -2.19 0.29
H 2.12 -3.56 -0.74
H 1.91 -2.19 -3.51
H 3.38 -3.06 -3.09
H 3.50 -1.38 -3.60
H 3.95 -0.97 0.08
H 4.70 -0.71 -1.52
H 4.64 -2.33 -0.82
N 0.25 0.07 0.86
C 0.24 0.15 2.05
N 0.24 0.23 3.30
C 0.57 -0.96 4.19
C -0.53 -1.14 5.22
C -0.83 0.14 5.99
C -1.14 1.30 5.06
C -0.05 1.54 4.03
H 1.52 -0.69 4.65
H 0.71 -1.82 3.55
H -0.18 -1.92 5.90
H -1.43 -1.53 4.74
H 0.01 0.39 6.64
H -1.69 -0.03 6.64
H -1.23 2.23 5.63
H -2.10 1.16 4.55
H 0.90 1.80 4.50
H -0.31 2.28 3.28
*
```

***

[3]
Here is a cluster of 2 separate species, C18H37IN4O5P3S2 in total in a non-equilibrium geometry from the OMol25 dataset. Energies are from wB97M-V/def2-TZVPD.

Energy above the lowest of the compared OMol25 structures with the same formula, charge and spin (kcal/mol): 4.5
HOMO-LUMO gap (eV): 6.457

```
! RIJCOSX wB97M-V def2-TZVPD def2/J DEFGRID3
* xyz 1 1
C 0.87 -2.00 2.97
C 0.40 -0.80 2.66
C 0.49 -0.07 1.32
O -0.51 -0.29 0.36
C -1.87 -0.22 0.69
C -2.37 -1.63 1.14
C -1.65 -2.78 0.52
N -1.93 -3.39 -0.55
N -2.21 0.66 1.81
C -2.46 1.86 1.70
S -2.45 3.40 1.81
C -2.65 0.06 -0.63
O -4.02 0.15 -0.39
C -4.73 1.34 -0.66
C -6.14 1.22 -0.04
I -7.39 0.28 -1.55
C -6.24 0.36 1.20
C -5.61 1.03 2.45
P -1.92 1.23 -1.87
O -0.38 0.86 -2.05
O -1.96 2.75 -1.42
S -2.79 1.03 -3.61
P 0.76 1.73 1.74
N 0.69 2.73 0.53
P 2.09 -0.49 0.38
C 3.45 -0.55 1.61
C 1.96 -2.21 -0.29
C 3.18 -3.10 0.01
H 0.95 -2.27 4.01
H 1.18 -2.75 2.25
H -0.11 -0.26 3.45
H -2.18 -1.66 2.21
H -3.45 -1.72 1.03
H -0.81 -3.17 1.08
H -2.77 -2.97 -0.98
H -2.52 -0.88 -1.17
H -4.27 2.24 -0.24
H -4.89 1.51 -1.72
H -6.55 2.20 0.13
H -7.30 0.27 1.43
H -5.90 -0.65 1.05
H -4.83 0.40 2.87
H -6.37 1.21 3.20
H -5.19 1.99 2.16
H -0.19 1.08 -2.97
H -2.65 3.18 -1.94
H 2.02 1.82 2.36
H -0.14 1.98 2.79
H 0.51 2.21 -0.32
H 3.43 -1.41 2.26
H 4.35 -0.64 1.00
H 3.55 0.38 2.16
H 1.90 -2.13 -1.37
H 1.09 -2.77 0.04
H 3.33 -3.27 1.07
H 4.09 -2.74 -0.47
H 2.96 -4.08 -0.41
C 4.46 1.88 -2.45
C 5.12 0.59 -2.10
O 4.61 -0.38 -1.67
N 6.64 0.52 -2.24
C 7.04 -0.09 -3.57
H 3.44 1.68 -2.74
H 4.46 2.52 -1.56
H 4.98 2.39 -3.26
H 7.06 1.44 -2.12
H 6.92 -0.13 -1.50
H 8.12 -0.09 -3.62
H 6.62 0.52 -4.37
H 6.66 -1.10 -3.60
*
```

***

[4]
Here is a cluster of 2 separate species, C18H37N2O4Si in total in a non-equilibrium geometry from the OMol25 dataset. Energies are from wB97M-V/def2-TZVPD.

HOMO-LUMO gap (eV): 9.929

```
! RIJCOSX wB97M-V def2-TZVPD def2/J DEFGRID3
* xyz 1 1
C 4.20 1.31 2.50
Si 3.02 0.26 1.33
C 2.25 1.51 0.05
C 4.14 -0.94 0.32
O 1.72 -0.49 2.24
C 1.67 -1.95 2.08
C 0.97 -2.43 0.67
C -0.62 -2.05 0.52
C -1.47 -1.99 1.92
C -3.09 -2.18 1.76
C -3.78 -1.23 2.94
C -3.63 0.39 2.58
O -3.14 1.19 3.71
C -1.89 1.85 3.24
O -1.86 3.11 2.73
C -1.30 -3.28 -0.38
O -0.41 -3.41 -1.57
C -0.63 -2.25 -2.44
C -0.53 -0.79 -1.70
N -0.91 -0.77 -0.24
H 5.03 1.88 1.86
H 3.60 2.12 3.12
H 4.80 0.63 3.25
H 2.83 2.55 0.11
H 2.34 0.99 -1.00
H 1.11 1.66 0.29
H 3.61 -1.50 -0.56
H 5.00 -0.27 -0.18
H 4.69 -1.65 1.09
H 1.07 -2.37 3.02
H 2.74 -2.49 2.16
H 1.03 -3.62 0.62
H 1.52 -2.04 -0.30
H -1.06 -2.86 2.62
H -1.20 -0.98 2.48
H -3.35 -3.33 1.97
H -3.51 -1.82 0.71
H -4.93 -1.42 3.06
H -3.28 -1.50 3.99
H -2.80 0.46 1.72
H -4.63 0.77 2.09
H -0.86 1.27 3.32
H -1.39 -4.27 0.24
H -2.36 -2.94 -0.83
H 0.25 -2.27 -3.25
H -1.63 -2.40 -3.08
H -1.32 -0.08 -2.25
H 0.52 -0.24 -1.86
H -1.91 -0.44 -0.13
H -0.33 -0.01 0.22
C -0.36 4.08 -2.72
C 0.29 4.06 -4.09
C -0.13 2.87 -4.95
C 0.33 1.59 -4.38
N 0.68 0.58 -3.94
H -0.06 3.21 -2.12
H -0.06 4.98 -2.17
H -1.45 4.07 -2.79
H 1.38 4.08 -3.98
H 0.01 4.98 -4.62
H 0.29 2.98 -5.95
H -1.22 2.85 -5.06
*
```

***

[5]
Here is a structure of composition C18H37O2P3Yb in a non-equilibrium geometry from the OMol25 dataset. Energies are from wB97M-V/def2-TZVPD.

⟨S²⟩: 0.7864
HOMO-LUMO gap (alpha / beta) (eV): 6.350 / 3.851

```
! RIJCOSX wB97M-V def2-TZVPD def2/J DEFGRID3
* xyz 3 2
Yb -1.76 1.84 -1.30
P 1.75 -1.08 2.90
P 0.68 2.29 1.29
P -1.47 -1.75 1.11
H -0.99 2.64 -5.45
C -2.07 2.44 -5.54
C -2.95 2.79 -4.60
H -2.80 3.70 -3.99
C 3.24 -2.00 2.48
C 2.18 0.38 3.81
C 0.68 -2.05 3.93
C 0.29 3.39 -0.09
C 1.35 3.56 2.49
C 2.28 1.61 0.70
C -2.60 -1.91 -0.31
C -2.19 -3.08 2.20
C -0.08 -2.74 0.43
H -2.31 1.81 -6.44
H -3.89 2.24 -4.44
H 3.71 -2.29 3.43
H 3.90 -1.36 1.89
H 2.98 -2.88 1.88
H 2.60 0.00 4.74
H 1.32 1.01 4.09
H 2.93 1.02 3.32
H 1.07 -3.07 3.99
H -0.36 -2.12 3.59
H 0.67 -1.61 4.94
H 1.07 4.14 -0.12
H -0.67 3.91 0.02
H 0.33 2.84 -1.03
H 2.26 3.99 2.01
H 1.62 3.12 3.47
H 0.58 4.34 2.63
H 3.01 2.43 0.68
H 2.12 1.17 -0.29
H 2.70 0.82 1.34
H -2.89 -2.97 -0.37
H -2.13 -1.61 -1.24
H -3.49 -1.30 -0.13
H -2.74 -3.80 1.58
H -2.88 -2.61 2.92
H -1.39 -3.60 2.75
H -0.47 -3.64 -0.05
H 0.62 -3.03 1.22
H 0.45 -2.11 -0.29
C -0.17 0.17 -2.43
C 0.90 -0.20 -3.35
C 0.58 -0.87 -4.55
C -0.75 -1.23 -4.77
C -1.78 -0.71 -4.00
C -1.54 0.16 -2.94
O 0.05 0.38 -1.13
H 1.24 -0.88 1.60
H 1.95 0.02 -3.03
H 1.30 -1.13 -5.36
H -0.88 -1.96 -5.52
H -2.82 -0.87 -4.32
H -2.36 0.91 -2.78
O -0.94 0.42 3.74
C -1.05 0.88 2.68
*
```

***

[6]
Here is a cluster of 3 separate species, C18H38N2O8S2 in total in a non-equilibrium geometry from the OMol25 dataset. Energies are from wB97M-V/def2-TZVPD.

SMILES: CC[C@H](C)[C@@H]1C[C@@](CN)(C[C@H]2CO2)NC1=O.CCOS(C)(=O)=O.CCOS(C)(=O)=O
HOMO-LUMO gap (eV): 9.423

```
! RIJCOSX wB97M-V def2-TZVPD def2/J DEFGRID3
* xyz 0 1
C 3.32 -1.55 0.66
C 3.52 -0.48 -0.43
C 2.87 -0.84 -1.79
C 3.74 -0.35 -2.95
C 1.48 -0.19 -1.84
C 0.39 -0.70 -0.90
C -0.86 0.13 -1.37
C -2.12 -0.70 -0.97
N -2.94 -1.06 -2.13
C -0.78 1.45 -0.58
C -1.90 2.44 -0.93
C -1.88 3.05 -2.29
O -2.89 2.04 -1.81
N -0.58 0.18 -2.79
C 0.67 -0.25 -3.15
O 1.01 -0.59 -4.26
H 2.42 -2.15 0.48
H 4.17 -2.23 0.69
H 3.20 -1.09 1.64
H 4.57 -0.24 -0.55
H 3.03 0.44 -0.08
H 2.76 -1.93 -1.82
H 3.62 0.73 -3.08
H 3.42 -0.81 -3.88
H 4.79 -0.57 -2.77
H 1.67 0.88 -1.73
H 0.64 -0.61 0.15
H 0.27 -1.76 -1.15
H -1.83 -1.57 -0.39
H -2.72 -0.07 -0.31
H -2.67 -1.98 -2.47
H -3.92 -1.05 -1.91
H -0.92 1.18 0.47
H 0.15 1.98 -0.75
H -2.22 3.11 -0.13
H -1.53 2.52 -3.16
H -2.41 3.99 -2.39
H -1.35 0.03 -3.43
C -0.25 -6.42 -1.90
C -0.71 -7.18 -0.68
O -0.14 -6.66 0.55
S -0.79 -5.35 1.15
C -0.04 -5.44 2.74
O -2.20 -5.53 1.27
O -0.28 -4.21 0.46
H -0.65 -5.40 -1.91
H -0.58 -6.93 -2.80
H 0.84 -6.34 -1.92
H -1.80 -7.19 -0.60
H -0.37 -8.22 -0.72
H -0.40 -6.33 3.24
H -0.35 -4.55 3.29
H 1.04 -5.46 2.62
C 1.46 6.31 3.44
C 0.32 5.85 4.33
O -0.96 6.32 3.86
S -1.63 5.55 2.64
C -3.25 6.22 2.80
O -1.66 4.15 2.95
O -1.05 6.00 1.42
H 1.42 5.83 2.46
H 2.41 6.06 3.91
H 1.42 7.39 3.29
H 0.30 4.77 4.43
H 0.42 6.27 5.33
H -3.66 5.91 3.75
H -3.84 5.83 1.98
H -3.18 7.31 2.73
*
```

***

[7]
Here is a structure of composition C18H38O in a non-equilibrium geometry from the OMol25 dataset. Energies are from wB97M-V/def2-TZVPD.

Energy above the lowest of the compared OMol25 structures with the same formula, charge and spin (kcal/mol): 380.7
HOMO-LUMO gap (eV): 10.222

```
! RIJCOSX wB97M-V def2-TZVPD def2/J DEFGRID3
* xyz 0 1
C -8.39 -0.53 -1.61
C -7.79 0.44 -0.65
C -7.39 -0.13 0.65
C -6.36 -1.27 0.55
C -5.08 -0.88 -0.15
C -4.53 0.31 0.91
C -3.24 0.78 0.47
C -2.03 -0.08 0.30
C -0.74 0.51 -0.16
C 0.50 -0.57 0.03
C 1.72 0.19 -0.51
C 2.32 1.16 0.25
C 3.70 1.50 -0.39
C 4.85 0.80 -0.52
C 5.37 0.04 0.57
C 6.49 -0.90 0.55
C 7.87 -0.30 0.04
C 8.97 -1.15 -0.09
O 10.28 -0.34 -0.70
H 10.37 0.31 0.09
H 8.74 -1.86 -1.01
H 9.09 -1.51 0.94
H 8.08 0.74 0.79
H 7.61 0.42 -0.79
H 6.28 -1.42 -0.59
H 6.87 -1.42 1.32
H 4.61 -0.71 1.18
H 5.73 1.00 1.37
H 4.41 -0.10 -1.14
H 5.65 1.23 -0.99
H 4.06 2.58 0.33
H 3.36 2.14 -1.35
H 2.71 0.68 1.34
H 1.69 1.74 0.50
H 2.43 -0.92 -0.62
H 1.65 0.60 -1.49
H 0.20 -1.42 -0.68
H 0.60 -0.78 1.35
H -0.47 1.42 0.54
H -0.91 0.93 -1.01
H -2.16 -1.07 0.00
H -2.04 -0.33 1.70
H -2.97 1.77 0.88
H -3.33 1.05 -0.71
H -5.28 1.30 0.85
H -4.17 -0.04 1.87
H -5.18 -0.43 -0.96
H -4.27 -1.69 -0.03
H -6.20 -1.54 1.47
H -6.88 -2.01 0.01
H -8.41 -0.68 1.03
H -7.25 0.60 1.34
H -6.90 1.07 -1.14
H -8.66 1.10 -0.34
H -8.68 -0.07 -2.46
H -7.61 -1.11 -1.79
H -9.29 -1.19 -1.37
*
```